Below is C46H66N5O3RbS as an isolated structure in a non-equilibrium geometry, with properties calculated with ωB97M-V/def2-TZVPD.

E_HOMO ... -6.168 eV
LUMO energy ... -0.56 eV
DFT total energy ... -2714.1987 Eh

Structure (XYZ):
```
122
Properties=species:S:1:pos:R:3:mulliken_charge:R:1
Rb 0.253 -0.557 -1.394 0.8748
S -1.502 1.215 -3.112 0.9471
O -1.969 -0.707 0.268 -0.2740
O 2.424 -0.122 -0.361 -0.1524
O -0.329 1.915 -2.503 -0.7083
N 0.308 0.383 1.212 0.2363
N -2.096 -2.718 -2.987 0.3394
N -4.241 -4.048 -3.448 -0.2041
N 2.015 -0.659 -3.857 0.1480
N 1.600 -3.093 -2.682 0.6854
C -2.523 -3.426 -1.772 0.3453
C 4.128 -1.399 -4.675 -0.8778
C 1.524 0.634 1.699 -1.7619
C -4.588 -0.299 1.426 2.7005
C 2.632 0.389 0.756 0.8065
C 3.002 -4.160 -4.288 -0.7177
C -1.386 1.470 -4.884 -1.4483
C -2.050 0.131 1.191 0.4848
C 5.345 -0.733 -0.215 -1.6428
C 4.775 1.310 5.323 -1.8983
C -3.174 -1.816 -3.401 0.7200
C -3.813 -4.246 -2.058 -0.8288
C 2.643 -5.404 -3.798 -0.5895
C -0.855 0.813 1.714 -1.0002
C 2.379 0.593 -4.127 -0.0510
C 2.353 1.236 5.866 -1.7875
C -3.325 0.466 1.831 -0.4918
C -5.824 0.175 2.193 -2.3702
C 2.880 -1.643 -4.113 0.7094
C 3.961 0.835 1.181 -0.2603
C -4.481 -2.619 -3.660 -0.9668
C -3.170 -4.484 -4.349 -0.8754
C 1.769 -5.480 -2.726 -0.7587
C 6.439 1.246 0.798 -2.3825
C -3.048 3.008 5.354 -1.7568
C 3.386 1.786 4.875 2.0012
C 4.828 1.576 -1.055 -1.5295
C -4.867 -0.095 -0.074 -1.1801
C 3.601 0.930 -4.690 -0.8208
C -1.108 4.185 4.349 -1.8421
C -1.003 1.921 2.613 0.1795
C 3.352 3.322 4.925 -1.4309
C 4.121 1.277 2.458 -0.2891
C -4.405 -1.797 1.720 -1.6995
C -3.367 4.481 3.353 -1.7187
C 2.471 -3.021 -3.691 -0.0436
C -3.350 1.484 2.732 -0.2419
C -2.211 2.275 3.114 -0.8126
C -1.862 -3.694 -4.055 -0.4046
C 1.271 -4.293 -2.211 -0.5090
C -2.938 2.253 -2.848 -1.3162
C -2.424 3.475 4.030 1.9800
C 1.815 1.040 3.044 0.3026
C 4.489 -0.094 -4.973 -0.5438
C 5.128 0.734 0.196 2.5801
C 3.075 1.338 3.444 -0.8660
H -4.011 -0.413 -0.670 -0.1943
H -5.745 -0.677 -0.372 0.4910
H -3.652 -5.315 -1.902 0.3038
H -1.212 2.532 -5.059 0.4870
H 5.659 1.494 -1.764 0.4986
H 5.578 1.817 4.783 0.3644
H 3.578 3.683 5.934 0.4454
H -1.301 5.036 5.006 0.5299
H 6.750 0.652 1.662 0.4009
H 2.364 3.691 4.639 0.1615
H 4.889 0.232 5.175 0.3844
H 3.673 -4.080 -5.133 0.4517
H -3.528 -2.191 1.207 0.2639
H -4.283 -1.961 2.794 0.3662
H -3.317 -1.076 -2.612 -0.7950
H 3.042 -6.305 -4.248 0.4145
H 4.826 -2.208 -4.841 0.3445
H -4.845 -2.477 -4.681 0.3114
H -0.541 0.877 -5.236 0.3163
H -4.033 2.559 5.205 0.3191
H -6.685 -0.422 1.882 0.4306
H 6.182 -0.798 -0.918 0.4888
H -0.410 3.516 4.863 0.1470
H -1.503 -3.160 -4.938 0.4682
H -3.542 5.341 4.008 0.4505
H 4.454 -1.142 -0.689 0.1653
H 1.663 1.365 -3.854 0.3749
H 0.567 -4.303 -1.384 0.4419
H 2.261 0.151 5.779 0.3939
H -3.025 -5.558 -4.211 0.4038
H 3.854 1.966 -4.873 0.4427
H -2.306 1.134 -5.366 0.4253
H -3.507 -4.328 -5.376 0.2745
H 5.111 1.577 2.771 0.3411
H -2.741 3.246 -3.254 0.4756
H -5.288 -2.353 1.389 0.4537
H -3.093 2.301 -1.770 0.2584
H -4.300 1.748 3.180 0.3733
H -5.275 -2.304 -2.979 0.3345
H -1.706 -4.082 -1.461 0.1776
H -5.072 0.960 -0.283 0.2920
H 5.589 -1.342 0.661 0.3284
H 1.364 1.676 5.711 0.1476
H -5.703 0.050 3.272 0.4413
H 5.462 0.120 -5.396 0.4220
H -4.630 -3.938 -1.402 0.3501
H -1.061 -4.362 -3.730 0.0710
H -2.409 2.266 5.839 0.3043
H 4.085 3.750 4.236 0.3072
H -2.670 -2.684 -0.983 -0.3779
H -0.623 4.561 3.445 0.3836
H -3.169 3.856 6.035 0.4964
H 3.918 1.234 -1.545 0.1469
H 4.710 2.630 -0.787 0.3117
H 1.475 -6.431 -2.303 0.4620
H -4.336 4.031 3.124 0.3126
H 6.365 2.294 1.103 0.4186
H -6.055 1.223 1.987 0.4140
H -3.803 1.788 -3.327 0.3895
H -2.846 -1.293 -4.304 0.3946
H 4.914 1.524 6.385 0.4612
H 7.228 1.172 0.045 0.4452
H -2.933 4.843 2.418 0.3499
H 1.001 1.025 3.753 1.0077
H 2.658 1.476 6.887 0.4819
H -0.123 2.513 2.816 1.0639
```

=====

Below is a 13-piece molecular cluster, C46H68N10O3 overall in a non-equilibrium geometry, with properties calculated with ωB97M-V/def2-TZVPD.

E_HOMO ... -7.453 eV
LUMO energy ... 0.60 eV
DFT total energy ... -2566.7166 Eh

Structure (XYZ):
```
127
Properties=species:S:1:pos:R:3:mulliken_charge:R:1
O 2.420 -3.024 -1.736 -0.3773
O -5.823 0.711 -2.228 -0.4881
O -3.623 -4.985 0.386 -0.6938
N -1.096 -5.576 -1.494 0.0211
N -2.594 1.998 3.269 0.1066
N 0.750 -1.330 -6.106 -0.0186
N 4.903 4.427 -3.103 0.0877
N -1.399 0.386 0.367 2.7294
N -1.023 3.952 -1.079 0.1867
N 3.863 1.122 3.094 0.0891
N 0.358 -2.251 1.808 0.5227
N 2.273 4.374 -0.684 0.1568
N 1.342 -0.321 4.578 0.1754
C -5.293 -1.112 -0.833 -0.3688
C 4.255 3.642 -4.060 -0.8287
C -3.172 -4.282 1.486 0.8478
C -2.294 -4.148 -2.765 0.1143
C 3.685 0.446 1.893 -0.0620
C 3.804 2.541 -3.444 0.2181
C 4.893 0.437 1.161 -0.2686
C 1.958 3.621 0.459 -0.5979
C -0.586 -0.774 -4.383 -0.4490
C -2.071 -6.273 -2.133 -0.5978
C -0.509 -1.498 -5.555 -0.9873
C 3.982 -1.476 -2.702 -0.7118
C 0.750 0.419 -0.256 -0.1442
C -4.166 0.866 2.054 -0.0987
C -4.237 -4.094 2.528 -1.3663
C 1.577 -2.619 2.232 0.0718
C 2.100 0.249 5.632 -0.8233
C -2.030 4.806 -0.699 -0.5519
C 4.325 2.525 -2.130 -0.3703
C 3.739 -2.581 -1.697 -0.2599
C 0.918 5.560 0.610 -1.4188
C -2.915 2.866 -1.487 -0.5144
C -2.827 -5.451 -2.942 -0.9574
C -0.192 1.005 0.510 -1.1772
C 5.132 1.699 3.066 -0.6046
C -0.599 -2.489 2.798 -0.5604
C 1.495 -0.509 -5.276 -0.9453
C 0.103 -3.121 3.868 -0.8180
C 0.654 -0.068 -4.210 0.2440
C -3.364 2.008 2.102 -1.2765
C -1.543 2.841 -1.621 -1.0309
C -3.855 0.059 3.204 -0.7681
C 1.460 -3.231 3.444 -1.1408
C -1.194 -0.661 -0.520 -1.6192
C 1.851 1.571 5.688 -1.2709
C 5.766 1.275 1.906 -1.1446
C 0.933 1.871 4.691 -0.3557
C -1.257 -4.247 -1.839 -1.2130
C 0.141 -0.680 -0.918 -1.3399
C -2.920 0.852 3.951 -0.8443
C -3.201 4.059 -0.875 -0.9380
C -6.367 -0.169 -1.278 -0.4452
C 1.591 5.594 -0.652 -0.6157
C 1.154 4.392 1.347 0.1512
C 0.538 0.685 4.124 0.5320
C 5.036 3.677 -1.932 -0.9330
H 2.459 2.686 0.662 0.6372
H 2.312 -3.532 4.036 0.3364
H 2.359 -3.536 -2.546 0.2579
H 2.543 -0.284 -5.407 0.4843
H -2.425 0.630 4.885 0.5086
H -1.847 5.742 -0.191 0.2984
H -7.187 -0.773 -1.668 0.3371
H -4.303 -0.877 3.501 0.6394
H 2.733 -0.040 1.736 0.3464
H -0.360 -3.386 4.807 0.3603
H -4.032 -3.325 3.273 0.3037
H 3.281 1.774 -3.994 0.3294
H -5.419 -1.519 0.170 0.2511
H 3.807 -1.836 -3.716 0.4444
H -1.438 -0.735 -3.720 0.5484
H -1.940 2.682 3.622 0.3171
H 2.351 -2.415 1.507 0.1954
H 0.833 4.131 2.345 0.4603
H 4.189 3.961 -5.089 0.4259
H 0.676 -1.228 -1.680 1.0748
H 2.897 4.072 -1.419 0.1885
H -4.668 -5.012 2.926 0.3866
H 0.333 6.396 0.965 0.5650
H -0.059 4.215 -0.932 0.6266
H -6.494 1.253 -2.650 0.2732
H -4.879 0.654 1.271 0.5914
H -0.183 0.428 3.362 0.2184
H -2.027 -1.272 -0.834 0.3241
H 5.328 5.338 -3.199 0.1847
H 0.623 2.882 4.468 0.3589
H -1.619 -2.136 2.760 0.6621
H 4.279 1.725 -1.405 0.4064
H 1.717 6.449 -1.299 0.3807
H -2.787 -3.332 1.114 -0.4627
H -6.738 0.462 -0.471 0.3134
H 4.401 -3.441 -1.801 0.4436
H -2.683 -3.224 -3.167 0.6766
H -0.380 -5.933 -0.877 0.2189
H 2.420 2.140 6.408 0.4279
H -1.060 -2.234 -6.122 0.3898
H -1.984 -7.320 -1.884 0.4377
H -0.685 -3.438 -1.407 0.7615
H -0.893 2.112 -2.080 1.0696
H 5.419 2.350 3.879 0.4389
H 1.258 -1.306 4.373 0.2185
H 0.211 -1.712 0.966 0.4315
H -5.134 -3.669 2.078 0.3085
H 2.537 -0.423 6.356 0.4393
H 5.672 4.018 -1.128 0.3743
H 5.111 0.011 0.193 0.5236
H -2.280 -4.713 1.941 0.2635
H 5.014 -1.130 -2.758 0.4405
H -4.387 -0.505 -0.837 -0.3003
H -3.288 2.815 1.388 0.7475
H 3.330 -0.609 -2.593 -0.1175
H 1.024 -1.844 -6.931 0.2124
H -3.536 2.046 -1.816 0.5480
H 3.187 1.249 3.833 0.4094
H -4.192 4.443 -0.683 0.4363
H 1.772 0.737 -0.405 0.3300
H -5.130 -1.949 -1.512 0.4512
H 0.905 0.533 -3.348 0.5541
H -3.017 -4.975 -0.359 0.5790
H 6.776 1.619 1.736 0.3960
H 3.829 -2.086 -0.730 -0.0664
H -0.209 1.822 1.216 0.4571
H -3.648 -5.776 -3.563 0.3972
H -2.273 0.585 0.832 -0.7302
```

=====

Question: LUMO energy of number 1 (C46H66N5O3RbS)?
Answer: -0.56 eV

=====

Question: Which value of E_HOMO does entry 1 give?
Answer: -6.168 eV